1.
The following is a DFT calculation (ωB97M-V with the def2-TZVPD basis set) of the ion C5H13N2 with charge +1 in a non-equilibrium geometry.

ORCA input file:
```
! RIJCOSX wB97M-V def2-TZVPD def2/J DEFGRID3
* xyz 1 1
H 1.36769 0.10128 1.28661
H 0.83455 -0.03023 -1.65639
H -0.19960 2.59758 0.30148
H -1.65700 -1.13193 0.56513
H -3.14494 1.25137 -0.17825
H 3.15545 -1.84163 0.79568
H -3.56879 0.09149 0.96316
H 2.52968 0.22199 0.02073
H 1.68287 -2.21332 1.38796
N -3.11850 0.26477 0.07164
C 1.64795 -0.34433 0.33356
H -1.49380 2.42045 -0.82265
C -1.77312 -0.15058 0.10973
C -0.53272 1.97787 -0.53677
H 1.93160 -2.36145 -0.20497
C -0.66117 0.52695 -0.24509
N 2.15268 -1.77438 0.60081
H 0.15970 -1.40819 -0.77295
C 0.50520 -0.37805 -0.67942
H 0.18225 2.18036 -1.34000
*
```

Values from the calculation:
Maximum force   1.64 eV/A
E   -307.54106 Ha
SMILES string   C/C(=C\N)CC[NH3+]
ΔE to the lowest compared entry with this formula, charge and spin   211.5 kJ/mol


2.
The following is a DFT calculation (ωB97M-V with the def2-TZVPD basis set) of a structure of composition C6H11NO2.

ORCA input file:
```
! RIJCOSX wB97M-V def2-TZVPD def2/J DEFGRID3
* xyz 0 1
H -1.08360 1.11619 0.76618
H -1.59674 -2.57168 -0.13063
H 1.78393 1.40102 1.24310
H -2.03629 -0.93461 -0.64862
C -0.81143 -0.99959 1.08755
H 0.54362 2.24527 1.96271
O -1.26674 -0.91055 2.16708
H -0.01867 -0.85326 -1.96833
H 1.15163 1.52869 -1.27764
N 0.81030 1.37643 1.51965
C -1.22395 -1.55454 -0.26648
O 2.16079 -0.50067 -0.12606
C 0.05646 -1.45745 -1.06713
H -0.03309 2.74266 -0.78089
C 0.99470 -0.78920 -0.05644
C -0.04908 0.97873 0.45181
H 0.58307 -1.35954 0.99888
H -0.57341 1.30598 -1.64338
H 0.47029 -2.43084 -1.33590
C 0.13819 1.66698 -0.89545
*
```

Values from the calculation:
Maximum force   0.68 eV/A
E   -440.31481 Ha
ΔE to the lowest compared entry with this formula, charge and spin   452.7 kJ/mol


3.
The following is a DFT calculation (ωB97M-V with the def2-TZVPD basis set) of a cluster of 2 separate species, C5H13N2O in total in a non-equilibrium geometry.

ORCA input file:
```
! RIJCOSX wB97M-V def2-TZVPD def2/J DEFGRID3
* xyz 1 1
H 2.49117 0.44537 -0.74109
H -2.45794 -1.50943 -2.20913
H -0.55850 -1.85855 0.20191
H -3.04108 -0.64655 -3.29147
H -0.35599 1.01218 -0.73855
H -0.98785 0.86360 1.60755
O -2.24248 -0.77609 -2.73469
H 1.31201 -0.94406 -1.58860
H -0.11603 -1.40475 1.88027
N -1.34030 0.73911 -0.57490
H -1.93381 1.62344 -0.67398
C 1.07022 -0.40141 0.46678
N 1.71732 0.19494 1.62444
H 2.72612 1.98205 2.21647
C -0.24029 -1.03020 0.86237
C -1.32658 0.05937 0.91758
H -1.61635 0.06565 -1.31156
C 1.63323 -0.28583 -0.74342
H 2.12509 1.94619 0.49745
C 2.20824 1.41464 1.43914
H -2.35504 -0.44424 1.02675
*
```

Values from the calculation:
Maximum force   3.85 eV/A
E   -382.75677 Ha
ΔE to the lowest compared entry with this formula, charge and spin   275.3 kJ/mol


4.
The following is a DFT calculation (ωB97M-V with the def2-TZVPD basis set) of a cluster of 2 separate species, CH3FIN in total in a non-equilibrium geometry.

ORCA input file:
```
! RIJCOSX wB97M-V def2-TZVPD def2/J DEFGRID3
* xyz 0 1
F -2.02915 -2.24346 -0.16064
H 1.33018 0.93158 -0.48589
C -1.69915 -0.95813 0.11702
N 1.14772 0.14345 0.31334
H 0.54060 -0.29296 0.88644
I -3.58857 0.19598 0.05444
H 1.19660 -0.61585 -0.39932
*
```

Values from the calculation:
Maximum force   8.96 eV/A
E   -492.04135 Ha
ΔE to the lowest compared entry with this formula, charge and spin   411.7 kJ/mol


Q: Which value of ΔE to the lowest compared entry with this formula, charge and spin does entry 4 give?
A: 411.7 kJ/mol